Entry 1:
Formula: C25H47AgBN9S3
Source: the OMol25 dataset
Level of theory: the ωB97M-V functional and the def2-TZVPD basis

Structure (XYZ):
```
86
Properties=species:S:1:pos:R:3
Ag 2.49 0.96 -0.61
N 4.63 -0.05 -1.08
C 4.58 -0.84 -2.32
C 3.37 -1.78 -2.31
N 2.10 -1.09 -2.20
C 1.43 -0.67 -3.42
C 1.85 0.71 -3.93
N 1.71 1.71 -2.88
H 5.43 0.57 -1.07
H 4.70 -0.66 -0.27
H 5.47 -1.45 -2.47
H 4.52 -0.15 -3.16
H 3.47 -2.44 -1.45
H 3.42 -2.40 -3.21
H 1.47 -1.59 -1.58
H 0.36 -0.62 -3.21
H 1.58 -1.40 -4.23
H 1.24 0.92 -4.81
H 2.89 0.69 -4.26
H 0.73 1.80 -2.60
H 2.04 2.62 -3.18
C 1.18 -3.08 5.63
C 1.87 -2.62 4.34
C 2.99 -1.64 4.72
C 2.41 -3.85 3.62
N 0.88 -1.93 3.47
C -0.45 -1.72 3.82
C -1.03 -1.06 2.81
N -0.08 -0.86 1.82
B -0.38 -0.07 0.53
N -0.96 1.31 0.90
C -2.30 1.56 1.09
C -2.47 2.88 1.28
N -1.22 3.46 1.18
C -0.29 2.48 0.95
S 1.40 2.72 0.84
C -0.97 4.93 1.29
C -0.07 5.21 2.50
C -0.36 5.44 -0.01
C -2.30 5.64 1.51
N -1.42 -0.87 -0.31
C -1.79 -2.17 -0.06
C -2.51 -2.61 -1.10
N -2.57 -1.59 -2.04
C -1.91 -0.50 -1.53
S -1.73 1.05 -2.21
C -3.39 -1.71 -3.27
C -3.41 -3.18 -3.70
C -4.81 -1.25 -2.93
C -2.85 -0.91 -4.45
C 1.10 -1.39 2.24
S 2.58 -1.35 1.40
H 1.93 -3.59 6.24
H 0.38 -3.78 5.43
H 0.80 -2.24 6.21
H 3.70 -2.15 5.37
H 2.57 -0.79 5.26
H 3.51 -1.28 3.84
H 3.12 -4.37 4.27
H 2.91 -3.57 2.69
H 1.60 -4.54 3.39
H -0.87 -2.05 4.75
H -2.04 -0.71 2.70
H 0.62 0.04 -0.10
H -3.04 0.78 1.03
H -3.36 3.44 1.44
H 0.89 4.72 2.40
H -0.55 4.87 3.42
H 0.09 6.29 2.57
H 0.61 4.99 -0.19
H -0.26 6.52 0.04
H -1.02 5.19 -0.85
H -2.79 5.33 2.44
H -2.99 5.50 0.68
H -2.10 6.71 1.60
H -1.51 -2.68 0.84
H -2.98 -3.57 -1.25
H -3.94 -3.83 -3.01
H -2.39 -3.56 -3.83
H -3.92 -3.25 -4.66
H -5.22 -1.84 -2.11
H -5.46 -1.34 -3.80
H -4.79 -0.20 -2.62
H -1.80 -1.16 -4.65
H -2.91 0.16 -4.30
H -3.43 -1.19 -5.33
```

Output
**Kohn-Sham gap**: 7.5 eV
**E_HOMO**: -6.87 eV
**Total charge**: 0
**2S+1**: 1
**Energy above the lowest of the compared OMol25 structures with the same formula, charge and spin**: 44.1 kJ/mol
**Lowest unoccupied orbital energy**: 0.0250 Eh


Entry 2:
Formula: C20H26MoN8OS3
Source: the OMol25 dataset
Level of theory: the ωB97M-V functional and the def2-TZVPD basis

Structure (XYZ):
```
59
Properties=species:S:1:pos:R:3
Mo 0.13 -0.06 -0.45
C 5.11 -2.98 -0.74
S 4.69 -1.47 0.15
C 3.13 -1.12 -0.48
S 2.46 0.42 0.02
N 2.52 -1.90 -1.31
N 1.31 -1.36 -1.70
C 0.87 -1.74 -2.85
C -0.37 -1.14 -3.28
C -0.96 -1.41 -4.51
C -2.13 -0.74 -4.83
C -2.66 0.16 -3.93
C -2.02 0.37 -2.72
N -0.89 -0.27 -2.39
H 6.10 -3.25 -0.39
H 5.14 -2.79 -1.81
H 4.40 -3.77 -0.51
H 1.44 -2.44 -3.45
H -0.50 -2.11 -5.18
H -2.61 -0.92 -5.79
H -3.56 0.71 -4.15
H -2.40 1.07 -1.99
C 1.29 5.62 -0.66
C -0.13 5.25 -0.25
N -0.17 4.23 0.80
C -0.08 2.92 0.63
S -0.05 2.29 -0.99
N -0.06 2.18 1.74
N 0.10 0.84 1.52
C 0.23 0.08 2.55
C 0.26 0.64 3.93
C 0.37 -1.36 2.28
C 0.58 -2.30 3.27
C 0.67 -3.64 2.93
C 0.55 -4.01 1.60
C 0.37 -3.02 0.66
N 0.29 -1.72 0.98
H 1.26 6.39 -1.43
H 1.81 4.75 -1.06
H 1.85 6.00 0.19
H -0.70 4.87 -1.10
H -0.67 6.11 0.13
H -0.08 4.54 1.76
H -0.46 1.45 4.03
H 1.24 1.07 4.13
H 0.05 -0.11 4.69
H 0.67 -1.99 4.30
H 0.84 -4.39 3.70
H 0.61 -5.04 1.29
H 0.29 -3.26 -0.39
C -3.97 -1.07 1.02
C -2.85 -0.07 0.93
N -2.87 0.95 1.76
O -1.96 -0.23 0.05
H -3.97 -1.54 2.00
H -3.85 -1.82 0.24
H -4.93 -0.57 0.89
H -3.61 1.04 2.43
H -2.13 1.66 1.75
```

Output
**Kohn-Sham gap (spin up / spin down)**: 7.3 / 6.4 eV
**E_HOMO (spin up / spin down)**: -13.68 / -13.88 eV
**Total charge**: +2
**2S+1**: 3
**Energy above the lowest of the compared OMol25 structures with the same formula, charge and spin**: 2.4 kJ/mol
**Lowest unoccupied orbital energy (spin up / spin down)**: -0.2359 / -0.2731 Eh


Entry 3:
Formula: C5H10N4
Source: the OMol25 dataset
Level of theory: the ωB97M-V functional and the def2-TZVPD basis

Structure (XYZ):
```
19
Properties=species:S:1:pos:R:3
H 2.58 0.68 -1.30
N 1.99 -0.14 -1.25
C 0.94 -0.16 -0.48
N 0.08 -1.24 -0.59
C -1.20 -0.81 -0.09
C -2.11 -0.35 -1.24
C -0.90 0.29 0.87
N 0.45 0.70 0.55
N 1.13 0.84 1.73
C 2.40 1.13 1.63
H 0.11 -1.76 -1.52
H -1.68 -1.70 0.32
H -1.95 -0.99 -2.17
H -1.77 0.66 -1.48
H -3.19 -0.34 -0.97
H -1.61 1.10 0.78
H -0.97 -0.11 1.87
H 2.80 0.91 0.70
H 2.88 1.27 2.64
```

Output
**Kohn-Sham gap**: 10.0 eV
**E_HOMO**: -8.96 eV
**SMILES string**: [H]/N=C1/N[C@H](C)CN1N=C
**Total charge**: 0
**2S+1**: 1
**Energy above the lowest of the compared OMol25 structures with the same formula, charge and spin**: 241.6 kJ/mol
**Lowest unoccupied orbital energy**: 0.0374 Eh


Entry 4:
Formula: C7H6
Source: the OMol25 dataset
Level of theory: the ωB97M-V functional and the def2-TZVPD basis

Structure (XYZ):
```
13
Properties=species:S:1:pos:R:3
C -0.55 -1.90 -1.16
C -0.58 -0.92 -0.16
C -0.94 0.52 -0.03
C 0.01 -0.09 0.91
C -1.51 1.40 -0.79
C 0.92 0.30 1.76
C 0.79 -1.51 -0.83
H -1.38 2.48 -0.58
H -2.01 1.33 -1.74
H 1.71 -0.30 2.13
H 0.73 1.36 2.10
H 1.58 -1.79 -0.01
H 1.25 -0.89 -1.60
```

Output
**Kohn-Sham gap**: 7.9 eV
**E_HOMO**: -8.44 eV
**Total charge**: 0
**2S+1**: 1
**Energy above the lowest of the compared OMol25 structures with the same formula, charge and spin**: 599.9 kJ/mol
**Lowest unoccupied orbital energy**: -0.0192 Eh


Entry 5:
Formula: C4H5N3O
Source: the OMol25 dataset
Level of theory: the ωB97M-V functional and the def2-TZVPD basis

Structure (XYZ):
```
13
Properties=species:S:1:pos:R:3
H -2.50 0.76 0.58
N -2.34 -0.29 0.33
C -1.12 -0.04 -0.11
N -0.30 -1.17 -0.38
N 1.01 -1.42 -0.20
C 1.73 -0.50 0.30
C 0.80 0.73 0.38
O 0.44 2.05 -0.18
C -0.16 0.97 -0.58
H -0.62 -1.99 -0.52
H 2.72 -0.58 0.44
H 0.31 0.70 1.42
H 0.04 0.80 -1.49
```

Output
**Kohn-Sham gap**: 10.0 eV
**E_HOMO**: -9.24 eV
**SMILES string**: [H]/N=C1/NN=C[C@H]2O[C@H]12
**Total charge**: 0
**2S+1**: 1
**Energy above the lowest of the compared OMol25 structures with the same formula, charge and spin**: 793.8 kJ/mol
**Lowest unoccupied orbital energy**: 0.0280 Eh


Entry 6:
Formula: C3H10N2
Source: the OMol25 dataset
Level of theory: the ωB97M-V functional and the def2-TZVPD basis

Structure (XYZ):
```
15
Properties=species:S:1:pos:R:3
C 3.13 -0.97 0.01
N 1.73 -0.82 0.30
H 3.31 -2.05 0.19
H 3.87 -0.47 0.74
H 3.33 -0.70 -1.02
H 1.19 0.08 0.54
H 1.29 -1.29 -0.53
C -2.84 -0.31 0.24
C -1.86 0.61 0.15
N -1.89 2.07 -0.18
H -3.97 -0.12 0.45
H -2.40 -1.33 0.22
H -0.84 0.34 0.14
H -1.22 2.45 -0.86
H -2.82 2.50 -0.38
```

Output
**Kohn-Sham gap (spin up / spin down)**: 7.6 / 3.4 eV
**E_HOMO (spin up / spin down)**: -12.10 / -12.02 eV
**Total charge**: +1
**2S+1**: 2
**Energy above the lowest of the compared OMol25 structures with the same formula, charge and spin**: 220.4 kJ/mol
**Lowest unoccupied orbital energy (spin up / spin down)**: -0.1670 / -0.3177 Eh


Here are the calculated E numbers, same order: -2840.19983, -2553.38210, -415.46483, -270.00762, -394.66523, -229.40932 (Eh).
Here are the calculated M numbers, same order: 688.60, 586.62, 126.16, 90.12, 111.10, 74.13 (g mol⁻¹).
Here are the calculated F_max numbers, same order: 0.23, 0.27, 4.01, 3.66, 7.94, 6.63 (eV Å⁻¹).